This record from the OMol25 dataset describes the ion C6H17N2 with charge +1 at a distorted geometry. The level of theory is ωB97M-V with the def2-TZVPD basis set.

Geometry as XYZ:
```
25
Properties=species:S:1:pos:R:3:forces:R:3:nbo_charge:R:1
C 2.1984 0.5602 -0.4240 1.701 -1.140 -1.434 -0.65
C 1.1197 0.9698 -1.4743 2.513 0.786 -0.816 0.00
C -0.3024 1.1793 -1.0051 -0.725 -0.256 -1.246 -0.47
C -0.7495 0.0145 -0.1174 -3.471 -1.137 0.468 -0.46
C -0.4738 0.2075 1.3774 0.142 2.011 0.230 -0.41
C -0.7421 -0.9255 2.2834 -2.695 1.316 3.148 -0.21
N -2.0707 -1.4489 2.0373 -0.837 -0.174 0.144 -0.91
N 0.9180 -0.2711 -2.5489 0.451 2.703 0.288 -0.73
H 1.7344 0.3554 0.5184 0.186 -0.641 0.115 0.23
H 2.8177 -0.3858 -0.8510 -1.295 2.136 1.336 0.21
H 2.9674 1.3669 -0.2055 -1.046 -0.839 -0.685 0.26
H 1.6791 1.8414 -2.0431 -1.896 -1.719 0.505 0.25
H -0.4967 2.0508 -0.4022 0.474 0.701 -0.081 0.27
H -0.8968 1.3366 -1.9829 0.397 -0.336 1.615 0.22
H -0.3126 -0.9575 -0.2797 0.515 -0.486 -0.966 0.19
H -1.9589 -0.2506 -0.2463 3.208 0.971 0.413 0.27
H -1.1385 1.0066 1.7832 0.622 -0.083 -0.588 0.21
H 0.5668 0.4734 1.6318 -0.554 0.509 -0.345 0.20
H -0.0539 -1.7131 2.3403 1.263 -1.033 -0.281 0.20
H -0.7634 -0.4085 3.3642 0.505 -1.323 -1.972 0.18
H -2.8385 -0.9060 2.5438 1.391 -2.107 -1.084 0.40
H -2.0727 -2.4713 1.8330 -0.910 1.604 0.898 0.40
H 1.6904 -0.9497 -2.4110 -0.932 0.264 -0.543 0.45
H 0.8812 0.2068 -3.4814 0.516 -1.008 0.775 0.45
H -0.0384 -0.5899 -2.3709 0.479 -0.720 0.106 0.45
```
Positions in Å, forces in eV/Å.

Calculated values
Frontier orbital gap: 0.3054 hartree
Total charge: +1
HOMO: -11.622 eV
Relative energy (zero: lowest compared OMol25 entry of this formula, charge and spin): 260.5 kJ/mol